A molecular structure, C14H22FIN5O4Os, computed with ωB97M-V with the def2-TZVPD basis set.

Summary:
Net charge: +1
Energy above the lowest of the compared OMol25 structures with the same formula, charge and spin, kcal per mole: 15.4
LUMO, eV: -3.85
E_tot, a.u.: -1609.54871
Kohn-Sham gap, hartree: 0.2821
HOMO, eV: -11.5

Each line ends with the Mulliken charge.
Geometry (Å):
Os (0.457, -1.001, 0.626)  1.527
N (2.012, -0.758, 2.163)  -0.535
C (1.667, 0.242, 3.195)  -0.623
C (0.487, 1.056, 2.722)  0.585
O (-0.051, 1.887, 3.426)  -0.686
O (0.115, 0.811, 1.491)  -0.482
H (2.075, -1.679, 2.588)  0.390
H (2.911, -0.559, 1.736)  0.363
H (2.499, 0.918, 3.387)  0.372
H (1.402, -0.247, 4.129)  0.333
N (0.032, 0.316, -0.999)  -0.692
C (-0.703, -0.335, -2.124)  0.184
C (-1.954, 0.446, -2.556)  -1.031
C (-3.265, 0.110, -1.832)  -1.316
C (-3.255, 0.168, -0.310)  -0.451
N (-2.894, 1.507, 0.163)  -0.102
C (-2.584, 1.787, 1.436)  0.592
N (-2.656, 0.853, 2.373)  -0.371
N (-2.220, 3.024, 1.768)  -0.372
C (-1.040, -1.773, -1.739)  0.254
O (-1.622, -2.503, -2.486)  -0.595
O (-0.662, -2.111, -0.507)  -0.661
H (-0.516, 1.073, -0.592)  0.251
H (0.889, 0.731, -1.358)  0.528
H (-0.010, -0.395, -2.963)  0.481
H (-2.117, 0.253, -3.616)  0.453
H (-1.719, 1.513, -2.484)  0.377
H (-3.571, -0.898, -2.108)  0.461
H (-4.045, 0.777, -2.209)  0.471
H (-2.532, -0.544, 0.094)  0.087
H (-4.240, -0.117, 0.067)  0.520
H (-3.114, 2.284, -0.441)  0.277
H (-2.799, -0.113, 2.116)  0.159
H (-2.108, 1.001, 3.213)  0.345
H (-2.034, 3.707, 1.056)  0.198
H (-1.803, 3.175, 2.674)  0.270
F (5.685, -1.257, -2.644)  -0.318
C (4.551, -1.177, -1.935)  0.217
C (3.734, -2.288, -1.849)  -0.702
C (2.564, -2.203, -1.105)  -0.359
C (2.212, -1.016, -0.461)  0.082
C (3.059, 0.087, -0.576)  -0.244
C (4.237, 0.014, -1.312)  -0.831
H (4.018, -3.201, -2.353)  0.497
H (1.929, -3.079, -1.029)  0.466
H (2.811, 1.023, -0.081)  0.494
H (4.904, 0.860, -1.404)  0.472
I (-0.736, -2.372, 2.648)  -0.333